Below is C42H46AuN8OPSTe as an isolated structure at a distorted geometry, with properties calculated with ωB97M-V with the def2-TZVPD basis set.

Geometry (Å):
Au -2.112 0.165 -0.681
Te 1.779 -0.252 -0.042
S -1.508 -2.096 -0.085
P -1.702 -0.037 -2.997
O -0.908 2.401 1.383
N -0.933 -1.752 -4.999
N -2.130 0.259 -5.690
N -2.209 -3.154 2.233
N 0.192 0.417 -4.944
N -3.018 -1.066 2.020
N 0.068 0.885 0.055
N -3.177 0.033 1.225
N -3.289 2.087 -0.480
C 3.503 -3.532 -2.200
C 3.535 -6.050 -2.163
C 4.760 -0.262 1.394
C 2.460 2.799 0.426
C 3.883 -0.250 3.758
C -3.498 2.647 5.160
C 3.137 -4.720 -1.585
C -2.763 0.542 -4.403
C -2.331 -2.033 1.489
C -3.323 3.091 -1.349
C 0.323 -1.024 -5.166
C -4.393 4.506 0.223
C 1.142 -3.517 1.375
C -3.881 1.337 3.172
C 2.691 3.814 2.998
C -4.379 3.452 1.121
C 1.248 -0.245 2.909
C -1.383 -1.752 -3.609
C 1.959 -3.447 0.120
C 3.570 -1.072 -2.501
C 1.437 2.589 1.346
C -1.934 -1.177 -5.897
C 1.529 -0.231 4.266
C 2.853 -0.237 4.687
C -3.295 2.433 3.805
C -0.106 0.724 -3.547
C 2.363 -2.269 -0.524
C -3.613 1.127 1.727
C 2.377 -4.655 -0.427
C 1.560 3.106 2.633
C -4.644 0.441 3.917
C 3.121 -2.287 -1.713
C 2.294 -0.268 1.992
C -3.842 4.334 -1.033
C -3.767 2.262 0.762
C 0.141 1.933 0.954
C 3.596 3.513 0.790
C 3.709 4.027 2.072
C -4.289 1.771 5.890
C -0.844 0.940 -5.837
C 3.629 -0.263 2.388
C -4.854 0.666 5.268
H 4.036 -0.319 -1.869
H 0.268 -4.142 1.197
H -2.301 -2.333 -3.513
H 4.912 -0.251 4.099
H 4.820 -1.217 0.864
H 2.349 2.452 -0.592
H 2.780 4.217 3.999
H -4.819 5.458 0.511
H 4.143 -6.612 -1.453
H 2.084 -5.576 0.068
H 5.713 -0.093 1.893
H 4.582 4.605 2.348
H -2.912 2.888 -2.330
H 1.065 -1.433 -4.477
H -3.814 5.137 -1.757
H 1.729 -3.978 2.173
H -5.456 -0.029 5.839
H -0.975 2.006 -5.649
H -5.085 -0.418 3.434
H -1.634 -3.910 1.924
H -0.152 1.806 -3.402
H 0.218 -0.224 2.566
H 4.106 -5.930 -3.082
H 0.755 2.945 3.339
H 2.738 -0.589 -3.017
H -2.644 3.091 3.241
H 0.694 0.346 -2.907
H -4.463 1.947 6.944
H 2.652 -6.651 -2.384
H 0.806 -2.545 1.715
H -4.829 3.553 2.097
H -3.036 3.497 5.645
H -1.594 -1.326 -6.922
H 4.292 -1.377 -3.256
H -2.944 1.614 -4.312
H 0.720 -0.222 4.984
H -3.727 0.034 -4.346
H 3.086 -0.232 5.744
H -2.662 -3.197 3.130
H 4.383 3.683 0.065
H -2.884 -1.695 -5.763
H 4.106 -3.566 -3.101
H 0.671 -1.178 -6.188
H -0.506 0.806 -6.865
H -0.629 -2.223 -2.972
H 4.621 0.530 0.653

Summary:
HOMO-LUMO gap (spin up / spin down) = 6.2 / 6.8 eV
charge = +1
HOMO level (spin up / spin down) = -9.5 / -10.2 eV
multiplicity = 2
energy relative to the best compared isomer or geometry (same formula, charge and spin) = 15.2 kcal/mol



Below is C42H46GeN4NaO2P as an isolated structure at a distorted geometry, with properties calculated with ωB97M-V with the def2-TZVPD basis set.

Geometry (Å):
Ge 1.997 3.930 0.035
P 2.553 -2.191 -0.652
Na 0.812 0.456 1.129
O 0.837 -1.562 1.442
O 0.726 -2.736 3.351
N -0.579 2.493 0.596
N -1.855 -2.479 0.899
N 0.893 1.706 -1.721
N -0.783 0.733 2.832
C -1.219 0.474 5.176
C -1.146 -3.666 0.698
C 1.152 -1.789 -1.777
C -2.699 3.385 1.374
C -0.169 2.052 -4.289
C -0.878 2.443 -3.191
C 3.574 -2.959 -3.270
C 0.098 -3.797 1.323
C -5.986 -1.861 1.101
C -1.582 2.623 1.577
C 4.572 -3.480 -4.084
C 1.552 1.345 -2.815
C 3.719 3.025 -0.431
C -1.588 -4.678 -0.158
C -5.689 0.612 0.853
C 0.750 2.935 1.126
C -1.821 1.729 5.211
C 2.823 5.253 1.324
C -1.406 1.930 2.842
C 0.848 -4.945 1.127
C -5.123 -0.782 0.931
C 1.119 1.512 -4.117
C -0.823 -5.816 -0.352
C -2.830 0.198 0.622
C 1.603 5.068 -1.584
C 5.822 -3.781 -3.562
C -3.227 -2.288 0.953
C -4.110 -3.354 1.166
C -2.065 3.741 -0.902
C -2.921 4.032 0.133
C 6.066 -3.555 -2.212
C -0.316 2.337 -1.872
C 3.805 -2.708 -1.918
C -1.912 2.459 4.046
C 0.629 -2.617 2.128
C -0.702 0.043 3.964
C -0.983 2.865 -0.752
C -5.474 -3.144 1.219
C 3.239 -0.494 -0.339
C 5.069 -3.032 -1.408
C -3.745 -0.982 0.834
C 0.394 -5.962 0.300
H -6.766 0.598 1.015
H -3.711 -4.346 1.319
H -1.176 -6.586 -1.030
H -2.234 4.206 -1.868
H -3.460 3.428 2.145
H -2.192 2.138 6.144
H 0.388 -1.282 -1.191
H -3.781 4.674 -0.015
H 1.802 -5.039 1.628
H -1.888 2.811 -3.304
H -2.703 0.771 1.544
H 1.469 -1.136 -2.589
H -1.837 -0.098 0.288
H 6.597 -4.193 -4.197
H -0.198 -0.917 3.895
H -3.234 0.877 -0.129
H 0.542 3.651 1.943
H -6.141 -3.983 1.376
H 0.995 -6.849 0.138
H -5.231 1.255 1.607
H 4.373 -3.653 -5.136
H 1.727 1.203 -4.957
H 2.521 0.878 -2.646
H 7.036 -3.797 -1.794
H 3.971 -0.262 -1.109
H 1.481 4.441 -2.469
H 3.298 4.702 2.140
H 2.448 0.266 -0.352
H -0.602 2.132 -5.282
H -1.144 -0.142 6.062
H -1.279 -1.722 1.242
H -7.056 -1.696 1.158
H -2.323 3.458 4.059
H 4.061 2.423 0.413
H 0.733 -2.716 -2.174
H 3.720 -0.472 0.639
H 0.680 5.635 -1.445
H 4.483 3.781 -0.638
H -5.493 1.067 -0.120
H 5.252 -2.871 -0.350
H 2.604 -2.741 -3.699
H 3.646 2.380 -1.304
H 2.100 5.942 1.766
H -2.517 -4.557 -0.698
H 2.420 5.772 -1.766
H 3.598 5.849 0.832

Summary:
HOMO-LUMO gap = 3.6 eV
charge = -2
HOMO level = 0.3 eV
energy relative to the best compared isomer or geometry (same formula, charge and spin) = 15.0 kcal/mol



- Which value of energy relative to the best compared isomer or geometry (same formula, charge and spin) does entry 2 give?
  15.0 kcal/mol



- Among the records above, which one has the highest energy relative to the best compared isomer or geometry (same formula, charge and spin)?
  C42H46AuN8OPSTe